Entry 1:
16
Properties=species:S:1:pos:R:3 method="wB97M-V/def2-TZVPD" orbital_gap_ev=8.98 smiles="C#C[C@H](C)NNC=S" total_charge=0 total_energy_ev=-19126.9174 homo_ev=-8.276
C -2.13387 -0.64303 0.01905
C -0.74993 -0.22745 -0.43258
C 2.34204 0.03359 0.28622
C -0.53554 1.20172 -0.18887
C -0.36179 2.37668 -0.00569
H -2.17866 -0.54713 1.11090
H -2.39545 -1.68611 -0.25332
H -2.92225 -0.03630 -0.51746
H -0.62036 -0.46838 -1.49434
H 0.05695 -0.90115 1.27563
H 2.01235 -1.60370 -0.77160
H 1.92002 0.82464 0.92379
H -0.18157 3.43371 0.11249
N 0.21872 -1.05307 0.26160
N 1.56272 -0.89023 -0.19170
S 3.96664 0.18622 -0.13412

Entry 2:
16
Properties=species:S:1:pos:R:3 method="wB97M-V/def2-TZVPD" orbital_gap_ev=8.16 total_charge=0 total_energy_ev=-19124.7787 homo_ev=-7.731
C -1.70349 -1.41527 -0.70243
C -0.21070 -0.62754 -0.68574
C 0.25000 0.39233 -1.64969
C 1.24894 0.69740 0.36154
C 0.25207 -0.26552 0.63021
H -2.49345 -0.44298 -0.38910
H -1.93074 -2.45545 0.30104
H -1.84731 -1.59355 -1.71002
H -0.01467 0.29332 -2.75635
H 1.91861 1.73152 -1.30299
H 1.61415 3.18601 0.82994
H 0.07026 -1.75836 1.98249
H -0.12738 -0.08096 2.85184
N 1.05105 1.19802 -0.95283
N -0.33994 -0.70179 1.82870
S 2.26261 1.84282 1.36338

Entry 3:
16
Properties=species:S:1:pos:R:3 method="wB97M-V/def2-TZVPD" orbital_gap_ev=9.29 smiles="CN1C[C@H]2S[C@@H]2C=N1" total_charge=0 total_energy_ev=-19126.8375 homo_ev=-8.372
C -0.10204 -1.92431 0.98805
C 0.31592 0.51985 0.98854
C -0.30655 1.52096 0.06495
C 0.37283 1.33536 -1.25941
C -0.28356 0.16284 -1.86703
H -1.09789 -1.86894 1.41086
H 0.63864 -2.00944 1.80145
H -0.04270 -2.79597 0.38199
H 1.38312 0.73009 1.24430
H -0.26581 0.39769 1.91305
H -1.38145 1.34211 -0.01026
H 1.44061 1.09425 -1.14507
H -0.66348 0.06829 -2.84943
N 0.21673 -0.76729 0.19740
N -0.31715 -0.85419 -1.07280
S 0.09281 3.04870 -0.78659

Entry 4:
16
Properties=species:S:1:pos:R:3 method="wB97M-V/def2-TZVPD" orbital_gap_ev=9.39 smiles="Cn1ncccc1=[NH2+]" total_charge=+1 total_energy_ev=-9777.9059 homo_ev=-14.014
C 0.50756 2.24584 -0.72747
C 1.02629 1.45881 0.27086
C -0.52520 1.73310 -1.53127
C 0.53095 0.16276 0.47152
C -1.14178 -1.55787 -0.35639
N -0.99734 0.53162 -1.36539
N -0.53829 -0.25404 -0.44781
N 0.94484 -0.68153 1.40102
H 0.88373 3.24223 -0.89289
H 1.81176 1.81969 0.91864
H -0.97726 2.30217 -2.32746
H -1.67831 -1.72317 -1.29078
H -0.39316 -2.34174 -0.23540
H -1.86225 -1.60145 0.46628
H 1.69185 -0.41645 2.02551
H 0.53276 -1.59148 1.52292

Entry 5:
17
Properties=species:S:1:pos:R:3 method="wB97M-V/def2-TZVPD" spin_multiplicity=3 orbital_gap_ev="8.62 / 6.05" total_charge=+1 total_energy_ev=-11819.3312 s_squared=2.02 homo_ev="-13.162 / -14.518"
C -1.83296 0.78225 -1.65627
C 0.51345 0.12524 0.65020
C -0.76025 -1.65269 -0.56120
C 1.84295 0.14395 0.15286
C 0.16078 1.11815 1.69627
N -1.76045 -0.35954 -2.11587
N -1.41311 -1.51429 -1.77680
N -0.54032 -0.49548 0.29271
O -1.97713 1.91234 -1.73864
H -1.37111 -2.45993 0.03188
H 0.12544 -2.40700 -0.81482
H 2.17393 -0.63720 -0.49124
H 1.99861 1.14401 -0.39089
H 2.57162 0.05147 0.91325
H -0.96205 1.30118 1.73721
H 0.46950 0.87574 2.72409
H 0.76110 2.07181 1.34726

Entry 6:
18
Properties=species:S:1:pos:R:3 method="wB97M-V/def2-TZVPD" spin_multiplicity=3 orbital_gap_ev="5.91 / 7.13" total_charge=+1 total_energy_ev=-13864.9411 s_squared=2.04 homo_ev="-10.520 / -14.830"
C -0.07846 -2.08717 -2.12179
C 0.47959 -0.98625 -1.57157
C -1.19260 -2.85842 -1.76245
C -1.37747 0.09694 1.37816
C 0.92298 0.79048 0.13563
N -0.95506 -0.69353 0.25888
N 0.17118 -0.34189 -0.41264
N -1.60432 -1.64734 -0.30155
O -2.01998 -3.62878 -1.72201
O -2.67010 -1.98535 0.18904
H 0.59186 -2.42618 -2.95165
H 1.13210 -0.40934 -2.12222
H -0.58762 0.30248 2.07226
H -1.78241 1.03729 1.04251
H -2.16810 -0.45789 1.89616
H 0.55974 1.72303 -0.33482
H 0.82280 0.81898 1.22693
H 1.99957 0.57793 -0.02497

Entry 7:
18
Properties=species:S:1:pos:R:3 method="wB97M-V/def2-TZVPD" orbital_gap_ev="7.78 / 7.78" total_charge=0 total_energy_ev=-21117.9164 homo_ev="-8.630 / -8.631"
C -1.43833 1.26029 1.09349
C -2.08609 0.46991 -0.81785
C -0.61242 -2.14553 0.06697
C 2.89650 1.17061 -0.22269
C -0.16928 -0.72143 0.16479
N -2.47432 1.93383 0.67453
N -2.90354 1.44559 -0.50761
N -1.14471 0.26882 0.17294
O 2.36794 -1.51465 -0.31041
P 1.52636 -0.34546 -0.30105
H -0.82151 1.56713 1.84649
H -2.14186 -0.28867 -1.50787
H 0.22972 -2.84321 -0.09493
H -1.07724 -2.26379 1.11705
H -1.30921 -2.29650 -0.76106
H 3.60914 1.00542 0.48791
H 3.30490 1.37921 -1.24713
H 2.24396 1.91842 0.14645

Entry 8:
18
Properties=species:S:1:pos:R:3 method="wB97M-V/def2-TZVPD" spin_multiplicity=3 orbital_gap_ev="5.93 / 7.15" total_charge=+1 total_energy_ev=-22654.2263 s_squared=2.01 homo_ev="-10.464 / -14.220"
C -0.05293 -2.19784 0.32244
C -0.82211 -1.95868 1.40722
C -1.51941 1.42623 -0.53115
C 0.18586 0.35945 0.88170
C 1.42778 -1.10481 -1.22929
N 0.73934 2.33688 -0.14773
N -0.27114 1.44230 0.21089
N 0.50942 -1.19741 -0.37593
O -2.39596 0.62347 -0.45386
S -0.98565 -0.30697 1.98021
H -0.02993 -3.35365 0.01543
H -1.35730 -2.52045 2.04317
H -1.52580 2.34178 -1.11379
H 1.18902 0.56009 1.04862
H 0.71856 3.25108 0.24068
H 1.68174 -0.11540 -1.42481
H 1.78863 -2.11291 -1.72452
H 0.71989 2.52683 -1.14928

Entry 9:
17
Properties=species:S:1:pos:R:3 method="wB97M-V/def2-TZVPD" orbital_gap_ev=10.17 smiles=c1ncn(N2CCC2)n1 total_charge=0 total_energy_ev=-11270.2323 homo_ev=-9.189
C -0.64171 0.04764 -2.26910
C 0.42480 0.89691 -1.44298
C -0.71910 -0.78327 -0.90224
C 1.24149 -0.69816 1.71068
C -0.15250 0.38774 2.83246
H -1.66421 0.51216 -2.27471
H -0.26786 -0.20876 -3.36252
H 0.00516 1.93693 -1.03861
H 1.43569 0.82150 -1.95947
H -1.69530 -0.34411 -0.52172
H -0.74041 -1.87004 -0.97426
H 2.14877 -1.40762 1.38935
H -0.54898 0.58507 3.79211
N 0.40505 -0.04623 -0.42961
N 0.39882 -0.07527 0.93122
N 0.85729 -0.49370 3.04018
N -0.48701 0.73922 1.47921

Entry 10:
17
Properties=species:S:1:pos:R:3 method="wB97M-V/def2-TZVPD" spin_multiplicity=3 orbital_gap_ev="5.73 / 6.63" total_charge=0 total_energy_ev=-11266.6267 s_squared=2.01 homo_ev="-4.815 / -8.590"
C -1.12068 -0.65365 -1.51545
C -0.29603 0.26570 -0.74699
C 0.55552 -0.70319 -0.07229
C -0.19053 1.71354 -0.64763
C 1.49928 -0.32357 0.83418
N -0.85187 -1.89084 -1.34240
N 0.01367 -1.97164 -0.29330
N -0.93185 1.04024 0.45859
N -0.60685 0.99851 1.80617
H -1.81738 -0.44142 -2.28804
H 0.78545 2.27678 -0.77646
H -0.77359 2.18367 -1.35081
H 2.09546 0.54589 0.78440
H 1.97401 -1.10626 1.34687
H 0.49208 -2.94685 -0.26623
H -1.20700 0.20174 2.14254
H 0.38031 0.81134 1.92685

Entry 11:
17
Properties=species:S:1:pos:R:3 method="wB97M-V/def2-TZVPD" orbital_gap_ev=10.21 smiles="CN1C=[NH+]C=[NH+][C@@H]1C#N" total_charge=+2 total_energy_ev=-11254.6520 homo_ev=-20.580
C -1.22789 -2.08912 0.24184
C 0.36140 0.92731 0.71903
C -1.82902 1.20553 -0.18791
C -0.71541 -0.91671 -0.47100
C 1.63211 -1.10933 0.03138
N -1.72862 -2.97026 0.81671
N 0.44836 -0.19575 0.13873
N -0.84864 1.60283 0.62717
N -1.80720 0.03517 -0.67224
H 1.18872 1.49035 1.25464
H -2.65243 1.76072 -0.52104
H -0.26076 -1.23328 -1.52150
H 1.94247 -1.41016 0.97636
H 1.40823 -1.99550 -0.43860
H 2.47074 -0.57990 -0.26419
H -0.93592 2.49583 0.97026
H -2.49079 -0.05314 -1.43192

Entry 12:
18
Properties=species:S:1:pos:R:3 method="wB97M-V/def2-TZVPD" orbital_gap_ev=9.11 smiles="[H]/N=C(/O)C1=N[C@H]2[C@@H](N)[C@H]2N1" total_charge=0 total_energy_ev=-13320.8203 homo_ev=-8.838
N -2.01359 0.13193 1.65043
C -2.37069 -0.00582 0.27585
C -1.61306 0.71159 -0.81026
N -0.27563 1.06650 -0.46996
C 0.42276 -0.06470 -0.19554
N -0.22062 -1.17373 -0.35994
C -1.55873 -0.82876 -0.71618
C 1.84589 -0.01535 0.25456
N 2.69292 -0.94515 0.00424
H -1.57209 -0.70424 2.02159
H -1.37645 0.90888 1.80338
H -3.44231 -0.06756 0.06728
H -2.11613 1.30354 -1.57398
H 0.13202 1.98215 -0.58689
H -2.08885 -1.50958 -1.38309
O 2.36391 1.20572 0.16976
H 2.21577 -1.83597 -0.12947
H 3.24706 0.97801 -0.36819

Entry 13:
19
Properties=species:S:1:pos:R:3 method="wB97M-V/def2-TZVPD" orbital_gap_ev="9.54 / 6.38" total_charge=0 total_energy_ev=-15360.8098 homo_ev="-9.031 / -6.912"
C 1.60519 2.06039 -0.90693
C 2.14460 0.85919 -0.55459
C 0.11804 1.20391 0.68704
C -2.55795 -1.01002 -0.11044
C -1.30341 -1.63149 -0.55266
N -0.19855 -1.10061 -0.77420
N 0.41047 2.27484 -0.15096
N 1.33345 0.39691 0.55412
N 1.49890 -0.73102 1.20543
O 2.45412 -1.42769 1.06144
O 0.44232 -1.01217 2.07656
H 1.95119 2.60676 -1.79762
H 2.99935 0.38932 -1.01547
H -2.33874 -0.07832 0.42824
H -3.05668 -0.78568 -1.11765
H -3.21494 -1.84459 0.44555
H -1.69344 -2.64605 -1.03279
H -0.41385 -0.60464 1.79028
H -0.18007 3.08098 -0.23536

Entry 14:
19
Properties=species:S:1:pos:R:3 method="wB97M-V/def2-TZVPD" orbital_gap_ev=9.26 smiles="[H]/N=C1/CCC=N[C@@]1(N)[N+](=O)[O-]" total_charge=0 total_energy_ev=-15365.3572 homo_ev=-8.903
C -0.44462 -1.81783 -0.06407
C 0.57043 0.70557 -0.58649
C 0.93933 -1.68139 -0.65648
C 1.62668 -0.34447 -0.38981
C -0.80812 0.46541 0.43782
N -1.18135 -0.89749 0.33105
N 0.62319 1.58049 -1.42121
N -1.90505 1.18799 -0.03320
N -0.19407 0.86063 1.74708
O -0.51532 1.93165 2.15266
O 0.53552 0.04775 2.22898
H -0.89708 -2.77515 -0.13611
H 1.66922 -2.49912 -0.33166
H 0.56917 -1.88977 -1.69395
H 2.25316 -0.17316 -1.14004
H 2.01485 -0.07137 0.52680
H -0.13984 2.26426 -1.53744
H -2.79078 0.94666 0.34588
H -1.92532 2.15933 0.22017

Entry 15:
18
Properties=species:S:1:pos:R:3 method="wB97M-V/def2-TZVPD" orbital_gap_ev=10.03 smiles="N[C@H]1CC=Nc2nc[nH][n+]21" total_charge=+1 total_energy_ev=-12756.6422 homo_ev=-14.429
C 1.23885 0.69842 -2.38700
C 1.56132 0.42962 -0.31226
C 1.21213 -0.15209 1.76011
C -0.10369 -0.59314 1.57932
C -1.00624 0.07951 0.39040
N 2.15392 0.78577 -1.41974
N 0.05269 0.41599 -1.88152
N 2.01284 0.42426 0.96727
N 0.16329 0.16968 -0.59385
N -2.09512 -0.63972 0.03622
H 1.42309 0.91253 -3.43314
H 1.60358 -0.10430 2.79877
H -0.13787 -1.60709 1.29199
H -0.68210 -0.55648 2.57270
H -1.25295 1.15904 0.67976
H -3.02614 -0.41187 -0.17531
H -2.24217 -1.51701 0.40359
H -0.87544 0.50685 -2.27730

Entry 16:
19
Properties=species:S:1:pos:R:3 method="wB97M-V/def2-TZVPD" orbital_gap_ev=8.46 total_charge=+1 total_energy_ev=-14801.3275 homo_ev=-12.546
C 2.00316 1.31748 -0.37605
C 1.29412 1.91154 0.64140
C 0.57308 -0.30714 0.38685
C 0.29900 2.81126 2.33455
C -2.16046 -1.19211 -0.93433
N -0.26803 1.71136 2.20223
N 0.23092 1.10011 1.13618
N 1.51160 0.02957 -0.44770
N 1.27637 3.07180 1.38071
N -0.16728 -1.38107 0.42837
O -0.82620 -1.73560 -0.84117
H 2.65614 1.87721 -1.02804
H -0.00785 3.65728 2.96834
H -2.15718 -0.10654 -0.96337
H -3.00715 -1.76416 -0.33831
H -2.28533 -1.56710 -1.95316
H 1.59244 -0.45416 -1.39166
H 1.98772 3.75158 1.43944
H -0.60643 -1.90611 1.25270

Entry 17:
15
Properties=species:S:1:pos:R:3 method="wB97M-V/def2-TZVPD" orbital_gap_ev="7.63 / 8.89" total_charge=+1 total_energy_ev=-8837.0909 homo_ev="-11.915 / -12.906"
C -0.88958 0.86483 -2.90648
C -0.53312 0.99555 -1.69385
C -0.95274 2.30829 -2.14708
C 0.78734 -0.12153 0.44674
C 0.19112 -1.23520 1.13767
N 0.59529 -1.56099 2.56845
O 1.23467 -1.42985 0.25505
H -1.08691 0.39477 -3.83545
H -0.21936 3.05387 -2.42611
H -1.91559 2.69824 -1.85125
H 1.45423 0.60993 0.86893
H -0.77573 -1.65873 0.89488
H 1.38715 -0.96035 2.84879
H 0.90922 -2.54191 2.61951
H -0.18599 -1.41691 3.22019

Entry 18:
15
Properties=species:S:1:pos:R:3 method="wB97M-V/def2-TZVPD" orbital_gap_ev=9.74 total_charge=+1 total_energy_ev=-8843.3316 homo_ev=-14.783
C -0.99937 -1.14240 -0.10150
C -1.96355 -0.19476 0.03730
C 0.43476 -0.98485 -0.09744
C -1.59328 1.16196 -0.00770
C 1.07164 0.29911 0.38688
N 2.30250 0.59176 -0.14316
O -0.41281 1.57340 -0.10346
H -1.37421 -2.20485 -0.06914
H -3.02814 -0.57327 0.09396
H 0.59352 -1.85099 0.61782
H 1.07544 -1.30196 -1.01679
H -2.45342 1.99561 0.00805
H 1.01117 0.68049 1.40388
H 2.63317 0.47633 -1.08216
H 2.70259 1.47442 0.07345

Entry 19:
15
Properties=species:S:1:pos:R:3 method="wB97M-V/def2-TZVPD" orbital_gap_ev=10.54 smiles="C=C(C=O)[C@@H]1C[NH2+]1" total_charge=+1 total_energy_ev=-8842.5966 homo_ev=-14.736
C -1.73971 1.32926 -0.04461
C -1.42271 -1.02597 -0.03488
C -0.84812 0.35786 0.05009
C 1.64256 -0.02059 -0.64337
C 0.67855 0.52756 0.38580
N 1.41508 -0.78009 0.56187
O -0.83987 -2.04933 0.16266
H -1.66982 2.41934 -0.18210
H -2.80112 1.05427 -0.03173
H -2.44556 -0.86592 -0.32536
H 1.31188 -0.38150 -1.74654
H 2.59629 0.59036 -0.80869
H 1.15639 1.41134 1.01448
H 0.84828 -1.69072 0.44687
H 2.11788 -0.87586 1.19549

Entry 20:
15
Properties=species:S:1:pos:R:3 method="wB97M-V/def2-TZVPD" orbital_gap_ev=7.23 total_charge=+1 total_energy_ev=-8840.9401 homo_ev=-13.325
C -3.10948 -1.13670 -0.05950
C -2.61372 0.02356 -0.03348
C 3.20989 -0.85633 -0.06491
C 1.99263 -0.03912 0.06747
C -2.03833 1.27566 0.00009
N 3.11617 0.61452 -0.09794
O 0.79648 0.04574 0.14993
H -2.53047 -2.03709 -0.23977
H 3.62047 -1.33951 0.81174
H 3.46735 -1.31556 -1.01058
H -2.25368 1.90061 -0.86646
H -2.19780 1.79213 0.95183
H -4.16102 -1.34496 0.09166
H 3.63670 1.37807 0.28724
H -0.93518 1.03896 0.01267